{"formula": "C33H49Cl3N2O3PSiW", "method": "ωB97M-V/def2-TZVPD", "relative_energy_ev": 0.0000, "homo_lumo_gap_ev": [3.4, 3.4], "lumo_energy_ha": [-0.4465, -0.4466], "max_force_ev_per_a": 6.8, "e_tot_ev": -100675.6010, "charge": 3, "species": ["H", "H", "C", "H", "C", "H", "C", "C", "H", "C", "C", "H", "H", "C", "C", "H", "C", "C", "O", "H", "C", "H", "H", "C", "W", "H", "H", "C", "H", "O", "H", "C", "C", "H", "H", "H", "C", "H", "H", "P", "C", "H", "H", "Cl", "H", "C", "H", "H", "H", "C", "Si", "H", "H", "O", "H", "N", "C", "H", "H", "C", "N", "C", "C", "H", "H", "H", "H", "C", "C", "C", "H", "H", "C", "C", "H", "Cl", "C", "H", "C", "C", "H", "H", "H", "C", "C", "H", "H", "H", "H", "H", "H", "Cl", "H"], "coordinates": [[-1.574641, 4.443538, 1.574365], [0.782093, 3.005343, -1.519230], [-2.133678, -1.833033, -1.763215], [5.075237, -3.916021, 4.461429], [-0.766467, -1.993138, 2.923869], [-0.791793, -2.951274, 3.464914], [-0.931015, 1.405572, 2.470595], [4.192116, -3.573978, 2.518212], [6.446835, -0.617116, 1.005591], [3.377055, 0.846263, 0.961338], [2.497565, 2.972028, -0.226476], [-4.616876, -2.767604, -3.447328], [-4.996085, 3.431827, -2.445941], [-3.568898, -3.043288, -3.287795], [-5.573501, 3.386924, -3.375601], [1.728832, -3.474940, -0.657914], [2.008940, -2.492191, 2.505846], [0.061351, 3.415584, 3.367832], [-1.771631, -1.465729, -0.597172], [-3.795377, 0.963499, -5.071446], [-1.066971, -4.385920, 1.054125], [2.840489, 5.673414, 1.579525], [2.626709, 1.010222, -1.037253], [-1.156168, 3.501667, 1.198192], [-0.375039, 0.003162, -0.153479], [-6.226214, 4.267491, -3.418277], [-2.332585, -6.052420, 0.543427], [-5.450114, 3.552568, -6.431830], [3.128580, -3.048513, 0.736479], [-1.403992, 0.693030, 1.521147], [4.253416, 5.511563, 0.539932], [-3.256869, 1.912749, -4.984224], [2.423203, 1.463505, -0.056646], [-1.908369, 2.962060, 0.614889], [-3.761422, -4.318550, -0.783596], [1.669653, 4.561066, -1.432679], [-1.434387, -5.488622, 0.278237], [2.183369, 1.336103, 2.682528], [-4.979707, -3.038676, -1.006205], [0.469161, -2.047502, 1.581184], [-0.665228, -5.870387, -0.823009], [-6.111352, 4.426098, -6.366003], [3.528200, 3.270067, 1.582605], [-1.468593, 1.547928, -1.707488], [1.111557, -5.455227, -1.968835], [1.780006, 3.469486, -1.442639], [-0.291186, 3.732117, 0.554535], [-1.733885, -1.767667, 2.478125], [2.643605, 5.659828, -0.187514], [4.076715, 0.404795, 3.224812], [-4.420080, 3.358868, -4.845861], [3.878194, 0.446682, 4.292119], [-0.490291, -1.190747, 3.620882], [1.089296, 1.241297, 0.322632], [-0.457858, 4.340776, 3.654271], [-0.714232, 2.715444, 2.352062], [0.845628, -4.036554, -0.375313], [-6.206019, 2.492635, -3.353300], [-2.936157, -2.503965, -4.001003], [0.486898, -5.148796, -1.132791], [-3.147907, -2.676254, -1.934616], [3.195243, -2.855911, 4.599456], [4.234554, -3.493870, 3.911223], [-2.603246, 1.859585, -4.104859], [1.295028, -1.862309, 4.464452], [2.330489, 3.186098, -2.354925], [0.167228, 2.759238, 4.242680], [3.072825, 3.742254, 0.710279], [2.094757, -2.349478, 3.903848], [5.517969, -0.191486, 1.386489], [6.012075, -0.511331, 3.455738], [4.732623, 0.256841, -0.594121], [3.109713, -3.030120, 1.821666], [3.118323, 0.889578, 2.328333], [5.002240, -4.058297, 1.975542], [-3.056726, 4.903297, -4.478187], [-3.919696, -3.236571, -0.832230], [-3.608717, -2.785514, 0.113288], [3.200273, 5.221332, 0.648408], [4.566658, 0.281005, 0.490261], [3.235018, -2.762568, 5.685627], [-0.678550, 0.962500, 3.451117], [-0.967726, -6.730087, -1.426635], [0.066867, -3.624239, 0.715485], [5.273302, -0.132233, 2.758512], [-6.077906, 2.658793, -6.568026], [-3.451608, -4.121334, -3.449671], [-1.670718, -4.120143, 1.916015], [-1.631881, -1.458747, -2.666792], [-4.802868, 3.653589, -7.311713], [-2.618947, 2.033382, -5.869531], [1.109513, -1.021017, -1.732335], [1.063775, 3.670683, 2.979583]], "forces_ev_per_a": [[0.0639, -0.2901, -0.0951], [0.3087, 0.2866, -0.0358], [-2.3874, -2.0026, -1.5021], [-0.2184, 0.1150, -0.1452], [0.1169, 0.3540, -0.0961], [0.0898, 0.3940, -0.2035], [1.0903, 3.2656, 1.0830], [-0.2685, 0.2249, 0.0726], [-0.2267, 0.1375, 0.1496], [-0.1772, -0.1040, -0.1682], [0.1087, 0.2131, 0.7409], [0.2277, -0.0148, 0.1450], [-0.1389, 0.0085, -0.0277], [0.2085, 0.0269, -0.5674], [0.2075, -0.2616, 0.0783], [-0.0900, -0.1462, -0.0260], [0.6849, 0.7658, -0.2317], [0.1726, 0.2627, 0.7367], [1.8939, 1.9661, 1.2612], [0.0271, 0.0120, -0.0703], [0.1354, 0.2552, -0.1958], [0.1129, 0.0033, -0.0940], [-0.3762, -0.2003, 0.0963], [0.0905, 0.2034, -0.4575], [2.7532, 2.8003, -0.2567], [0.1725, -0.1710, -0.0233], [0.3582, 0.1255, -0.0268], [0.5454, 0.0248, 0.4667], [0.0175, -0.0961, 0.1924], [0.7844, -1.3729, -2.5451], [-0.1833, -0.0657, 0.0720], [0.0854, -0.4779, 0.1239], [2.0938, 0.9786, 0.1649], [0.1600, 0.1448, 0.3071], [-0.0036, 0.2115, -0.1194], [-0.0583, -0.4384, -0.1477], [0.0798, 0.0145, 0.0916], [0.2990, -0.1330, 0.0271], [0.1268, 0.0115, -0.0176], [-0.3858, -1.5998, 0.6380], [-0.1550, 0.0819, 0.1707], [0.1894, -0.1859, -0.0438], [-0.0120, 0.0125, -0.2639], [0.8235, -2.0850, 1.7008], [-0.1046, 0.0724, 0.1578], [-0.0202, 0.0450, -0.4240], [-0.2210, -0.0699, 0.2662], [-0.1289, -0.0684, 0.1954], [0.2243, -0.0265, 0.2862], [-0.2935, 0.0306, -0.0570], [-0.6641, 0.5186, -0.6181], [0.0764, 0.0021, -0.1314], [-0.2023, -0.2977, -0.1359], [-4.8886, -4.5483, -1.0828], [0.1496, -0.3434, -0.0575], [-0.4269, -2.4401, -0.0697], [-0.1986, 0.0530, -0.0749], [0.0002, 0.1159, 0.0088], [-0.2444, -0.1873, 0.0430], [0.0424, -0.0235, 0.0456], [1.6617, 1.4266, 0.1551], [-0.0687, -0.0355, -0.2397], [-0.3239, 0.1243, -0.0386], [-0.1045, 0.0412, -0.1857], [0.3056, -0.2294, -0.0882], [-0.1798, 0.1654, 0.1961], [0.0289, 0.3415, -0.1949], [0.0007, -0.2752, -0.2594], [-0.2056, 0.0283, 0.0031], [0.0137, -0.1032, -0.1045], [-0.0693, 0.0836, -0.0384], [0.1267, -0.0668, 0.4673], [0.1048, -0.1539, -0.0186], [0.2273, -0.0522, 0.0425], [-0.1899, 0.1858, 0.0741], [-0.1371, 0.0913, -0.1326], [-0.1006, -0.0417, 0.5042], [-0.0902, -0.1149, -0.2348], [-0.1146, 0.3825, -0.1365], [-0.2818, 0.2230, -0.2623], [-0.0477, -0.0280, -0.3261], [-0.1304, 0.0839, -0.5974], [0.1784, 0.2864, 0.2168], [-0.2773, 0.0997, -0.4920], [-0.1734, 0.0636, -0.2138], [0.1627, 0.2036, 0.0724], [-0.0166, 0.2300, 0.1847], [-0.0131, -0.0947, -0.1818], [-0.1487, -0.1509, 0.3298], [-0.1940, 0.0235, 0.1419], [-0.1650, -0.0074, 0.1782], [-1.7502, 1.3466, 1.8883], [-0.4749, -0.1650, -0.0187]], "mulliken_charge": [0.47, 0.04, 0.30, 0.46, -2.02, 0.66, -0.02, -1.09, 0.49, 0.31, 0.25, 0.34, 0.20, -0.82, -0.87, 0.25, 0.98, -0.74, -0.74, 0.29, -0.53, 0.34, 0.65, -0.81, 0.36, 0.29, 0.61, -0.93, 0.30, -0.66, 0.34, -0.26, -0.08, 0.32, 0.33, 0.38, -0.93, 0.23, 0.40, 2.14, -0.55, 0.29, 0.53, -0.43, 0.47, -1.32, 0.18, 0.43, 0.35, -0.79, 0.52, 0.49, 0.31, 1.08, 0.36, 0.30, -0.59, 0.33, 0.29, -1.06, 0.32, -0.83, -0.51, -0.39, 0.26, 0.33, 0.32, -0.02, -0.39, -0.84, 0.49, 0.50, -0.29, 0.42, 0.46, -0.32, -0.82, 0.14, -1.47, -0.59, 0.47, 0.39, 0.47, 1.20, -0.71, 0.33, 0.34, 0.34, 0.34, 0.29, 0.33, -0.23, 0.22]}